1.
Formula: C18H47HgN3O5
Source: the Open Molecules 2025 dataset
Level of theory: ωB97M-V with the def2-TZVPD basis set

Element x y z (Å)
Hg -0.467 1.153 4.931
O -0.898 3.300 9.565
O 1.368 -0.070 4.533
O -3.808 -2.249 6.918
O -1.011 1.302 2.575
O -0.165 3.358 5.482
N -1.415 -0.981 5.829
N -2.815 1.642 4.851
N -0.810 1.312 7.493
C -2.154 2.202 2.557
C -4.100 -3.141 7.963
C 0.129 1.238 8.638
C -3.264 1.656 3.442
C 1.513 0.786 8.157
C 3.393 -0.248 3.251
C 0.855 4.311 5.350
C -1.688 -2.294 3.825
C -2.383 -1.797 5.054
C -2.998 -2.850 5.945
C 0.319 2.603 9.363
C 1.753 -2.133 3.299
C 2.338 -0.951 4.092
C 1.026 4.732 3.915
C -4.594 2.417 3.246
C -0.982 4.512 8.824
C 2.186 3.763 5.924
C 0.014 1.606 1.644
H -3.505 0.664 3.051
H -0.339 0.561 9.358
H -1.231 -1.472 3.266
H 1.690 5.602 3.846
H 2.902 -1.303 4.972
H 0.719 0.777 1.627
H 2.962 0.053 2.290
H -3.568 -3.556 5.321
H -4.728 -2.820 8.802
H -0.660 -1.587 6.148
H 0.643 5.152 6.025
H 0.052 5.019 3.512
H -0.283 5.216 9.287
H -4.585 3.438 3.644
H 4.269 -0.884 3.099
H -0.461 1.706 0.665
H -4.704 -3.949 7.534
H 3.042 4.181 5.391
H -4.862 2.495 2.195
H 2.097 0.466 9.027
H 1.428 0.022 7.388
H 0.678 2.403 10.377
H 0.930 -1.828 2.658
H -2.534 2.304 1.536
H -2.946 2.633 5.088
H 2.089 1.655 7.838
H 2.224 2.677 5.820
H 1.498 3.964 3.298
H -0.783 2.325 7.294
H -0.809 -2.887 4.094
H -1.998 4.896 8.862
H -3.186 -1.137 4.701
H -5.333 1.917 3.875
H -2.192 -3.429 6.418
H 0.588 2.482 1.958
H -2.309 -2.782 3.073
H 2.492 -2.728 2.754
H -1.670 3.139 2.851
H -0.705 4.438 7.767
H -3.579 1.251 5.406
H 2.214 3.979 6.994
H 1.099 3.163 8.844
H 1.417 -2.849 4.059
H -3.237 -3.502 8.532
H -1.893 -0.685 6.675
H 3.732 0.659 3.755
H -1.737 1.291 7.928

The relative energy (zero: lowest compared OMol25 entry of this formula, charge and spin) comes out at 0.731 eV. The value obtained for the lowest unoccupied orbital energy is 0.011 hartree. Its highest occupied orbital energy is -0.2669 Ha. The electronic energy is -38306.5988 eV.

These are the Löwdin partial charges, in e, on atoms 1 to 4: 1.16 -0.19 -0.39 -0.17

2.
Formula: C3H7N3O
Source: the Open Molecules 2025 dataset
Level of theory: ωB97M-V with the def2-TZVPD basis set

Element x y z (Å)
O 0.533 1.722 -0.743
N 0.999 -0.271 0.258
N -3.201 -0.237 -0.291
N -1.172 0.646 0.334
C 2.417 -0.121 -0.036
C 0.168 0.757 -0.101
C -1.991 -0.440 0.034
H -3.680 -1.118 -0.462
H 2.908 0.608 0.624
H -1.660 1.519 0.159
H 0.745 -0.785 1.088
H -1.505 -1.416 0.135
H 2.529 0.227 -1.065
H 2.911 -1.091 0.065

The relative energy (zero: lowest compared OMol25 entry of this formula, charge and spin) comes out at 0.318 eV. The value obtained for the lowest unoccupied orbital energy is 0.028 hartree. Its SMILES is [H]/N=C/NC(=O)NC. Its highest occupied orbital energy is -0.3589 Ha. The electronic energy is -9742.7157 eV.

These are the Löwdin partial charges, in e, on atoms 1 to 4: 0.07 0.01 0.08 0.08

3.
Formula: C52H44BrIrNO4PSb
Source: the Open Molecules 2025 dataset
Level of theory: ωB97M-V with the def2-TZVPD basis set

Element x y z (Å)
Ir 1.166 -0.550 0.148
Sb -3.022 2.769 0.120
Br 8.653 0.624 0.991
P 1.587 -2.760 0.198
O 3.260 -0.094 0.863
O -1.308 -0.246 -1.282
O 2.638 -0.213 -1.224
O -0.002 -0.827 1.917
N 0.710 1.562 0.021
C 2.619 -4.001 4.484
C -0.275 1.346 3.050
C -3.895 5.525 1.372
C -6.054 2.102 0.314
C -4.224 4.519 3.939
C -0.305 -4.814 -0.343
C -3.683 4.170 1.605
C 6.649 -0.359 -2.498
C 2.800 -3.430 -0.964
C 0.853 2.415 1.052
C -7.163 1.272 0.383
C 0.435 3.411 -1.467
C 3.272 -3.051 2.373
C 5.317 -0.357 -2.115
C 2.749 -2.977 -2.283
C 7.644 -0.067 -1.576
C -0.546 -1.039 -0.775
C 3.573 -3.385 3.683
C -3.490 3.922 -1.617
C -0.892 -2.517 -0.818
C 3.582 -0.104 -0.354
C 4.989 -0.065 -0.796
C 1.036 1.853 2.433
C -0.947 0.219 2.295
C 1.051 -3.950 2.662
C 0.609 4.295 -0.416
C -4.260 6.371 2.414
C -4.675 4.240 -3.697
C -2.111 -2.936 -1.340
C 5.976 0.227 0.140
C -2.427 -4.285 -1.351
C 4.518 -4.493 -2.872
C -2.779 5.094 -1.872
C 3.706 -4.427 -0.611
C 4.567 -4.951 -1.565
C 0.499 2.058 -1.207
C 2.011 -3.347 1.850
C -3.852 3.679 2.899
C -4.423 5.871 3.697
C 0.006 -3.460 -0.320
C -7.007 -0.107 0.319
C 3.603 -3.510 -3.233
C 7.298 0.226 -0.264
C -5.741 -0.656 0.180
C -4.778 1.561 0.174
C -3.021 5.840 -3.017
C -4.630 0.177 0.108
C 1.359 -4.279 3.976
C -1.528 -5.223 -0.853
C -3.970 5.410 -3.934
C -4.439 3.501 -2.544
C 0.807 3.788 0.855
H 4.533 -0.587 -2.822
H -3.717 2.619 3.102
H -0.989 2.174 3.091
H -3.795 5.932 0.373
H -0.088 1.049 4.086
H -7.874 -0.752 0.377
H 0.933 4.447 1.703
H -4.427 7.423 2.217
H -4.161 5.988 -4.829
H 4.014 -2.553 1.762
H 3.556 -3.160 -4.255
H -5.417 3.900 -4.409
H -2.795 -2.193 -1.730
H -5.006 2.594 -2.370
H -1.778 -6.275 -0.873
H 6.920 -0.589 -3.519
H 0.604 -1.021 2.646
H 5.704 0.448 1.162
H -1.724 -0.257 2.893
H 5.272 -5.723 -1.285
H -2.473 6.757 -3.193
H -3.375 -4.614 -1.756
H 0.402 -5.547 0.027
H -3.644 -0.256 -0.022
H -4.364 4.118 4.935
H -6.184 3.177 0.378
H 3.743 -4.801 0.403
H 1.413 2.643 3.081
H 0.586 5.364 -0.581
H 8.684 -0.065 -1.871
H 0.255 3.753 -2.476
H -2.036 5.446 -1.164
H -1.377 0.560 1.355
H 2.860 -4.262 5.506
H 2.043 -2.206 -2.565
H 0.066 -4.169 2.268
H 1.806 1.077 2.413
H -8.152 1.700 0.492
H 4.554 -3.160 4.081
H 5.188 -4.905 -3.615
H 0.374 1.333 -1.996
H 0.615 -4.757 4.599
H -5.617 -1.731 0.129
H -4.713 6.531 4.504

The relative energy (zero: lowest compared OMol25 entry of this formula, charge and spin) comes out at 0.000 eV. As for the charge: +1. The value obtained for the lowest unoccupied orbital energy is -0.080 hartree. Its highest occupied orbital energy is -0.3726 Ha. The electronic energy is -153023.3425 eV.

These are the Löwdin partial charges, in e, on atoms 1 to 4: 1.24 1.54 0.77 0.99

4.
Formula: C23H20ClN5O2PtS
Source: the Open Molecules 2025 dataset
Level of theory: ωB97M-V with the def2-TZVPD basis set

Element x y z (Å)
Pt -16.182 -7.928 -6.156
Cl -12.491 -3.235 -8.281
S -19.235 -6.480 -5.783
O -18.659 -5.501 -6.700
O -19.190 -6.118 -4.375
N -24.741 -7.937 -7.070
N -15.868 -6.753 -4.521
N -17.346 -9.683 -5.295
N -19.582 -9.468 -4.648
N -18.412 -7.843 -5.982
C -18.348 -11.394 -4.031
C -23.527 -7.565 -6.734
C -13.595 -4.602 -8.265
C -22.597 -7.292 -7.735
C -18.534 -8.989 -5.239
C -19.524 -10.650 -4.034
C -15.221 -6.885 -8.310
C -14.943 -4.524 -8.403
C -13.779 -6.968 -8.271
C -23.108 -7.432 -5.419
C -16.047 -4.439 -4.947
C -16.070 -8.170 -8.327
C -15.759 -5.639 -8.310
C -17.223 -10.846 -4.688
C -15.486 -3.201 -4.936
C -12.971 -5.897 -8.158
C -14.253 -5.244 -3.590
C -21.347 -6.785 -7.528
C -21.809 -7.055 -5.164
C -15.419 -5.578 -4.229
C -14.394 -2.888 -4.142
C -13.785 -3.947 -3.462
C -20.937 -6.749 -6.177
H -15.647 -9.109 -8.662
H -13.938 -1.869 -4.130
H -25.038 -7.796 -7.991
H -20.383 -11.056 -3.569
H -22.890 -7.503 -8.739
H -25.488 -7.789 -6.355
H -23.731 -7.660 -4.567
H -13.665 -6.015 -3.029
H -12.841 -3.771 -2.914
H -17.051 -7.972 -8.768
H -15.353 -3.473 -8.373
H -18.238 -12.374 -3.544
H -21.529 -7.026 -4.121
H -16.811 -5.533 -8.293
H -16.169 -11.184 -4.671
H -11.912 -5.942 -7.936
H -20.617 -6.535 -8.312
H -16.812 -4.718 -5.632
H -15.903 -2.566 -5.643
H -13.304 -7.903 -8.038

The relative energy (zero: lowest compared OMol25 entry of this formula, charge and spin) comes out at 1.229 eV. The value obtained for the lowest unoccupied orbital energy (spin up / spin down) is 0.015 / -0.051 hartree. Its highest occupied orbital energy (spin up / spin down) is -0.2505 / -0.2943 Ha. Its spin multiplicity is 5. The electronic energy is -62319.6373 eV.

These are the Löwdin partial charges, in e, on atoms 1 to 4: 1.14 0.63 0.59 -0.35

5.
Formula: CHClO3S
Source: the Open Molecules 2025 dataset
Level of theory: ωB97M-V with the def2-TZVPD basis set

Element x y z (Å)
Cl -1.270 -0.841 1.241
S -1.077 -0.609 -0.828
O 1.861 0.488 0.846
O 0.232 2.005 0.319
O 0.294 -0.216 -1.079
C 1.023 1.197 0.521
H -1.064 -2.024 -1.020

The relative energy (zero: lowest compared OMol25 entry of this formula, charge and spin) comes out at 0.145 eV. The value obtained for the lowest unoccupied orbital energy (spin up / spin down) is 0.002 / -0.150 hartree. Its highest occupied orbital energy (spin up / spin down) is -0.2545 / -0.4224 Ha. Its spin multiplicity is 3. The electronic energy is -30548.9980 eV.

These are the Löwdin partial charges, in e, on atoms 1 to 4: 0.14 0.55 0.20 0.17

6.
Formula: C15H22N2O2
Source: the Open Molecules 2025 dataset
Level of theory: ωB97M-V with the def2-TZVPD basis set

Element x y z (Å)
O -2.646 -1.686 -0.849
O -1.536 -3.349 -0.300
N 2.072 0.693 0.580
N -0.356 -1.828 -1.602
C -2.600 -4.151 0.297
C 1.684 2.126 0.777
C 0.909 0.234 -1.644
C 0.219 3.766 1.270
C 0.877 -0.045 -0.164
C 0.482 2.535 1.104
C 2.789 2.962 1.318
C -3.268 -4.933 -0.636
C 1.788 -1.589 -0.050
C -1.572 -2.244 -0.834
C -1.082 4.400 1.663
C 0.961 -2.342 -1.226
C 2.382 4.239 1.639
C 1.219 4.735 1.762
C -0.362 -0.499 -2.229
H 2.973 0.648 0.446
H -1.208 5.331 1.124
H 0.072 -0.110 0.504
H 1.483 -2.400 -2.059
H -1.409 -0.033 -1.913
H 3.199 4.939 1.815
H 3.917 2.489 1.013
H -2.172 -4.796 1.084
H 1.049 5.656 1.924
H 0.526 1.373 -1.606
H -1.811 3.750 0.730
H 1.908 -0.022 -2.164
H -4.071 -5.343 -0.235
H 0.875 -3.543 -0.588
H -3.679 -4.323 -1.367
H 2.638 -1.550 -0.330
H -2.422 -5.596 -1.014
H -0.201 -0.752 -3.207
H 1.470 -1.895 0.854
H -3.242 -3.253 0.672
H -1.427 4.406 2.729
H -0.430 1.998 0.713

The relative energy (zero: lowest compared OMol25 entry of this formula, charge and spin) comes out at 12.556 eV. The value obtained for the lowest unoccupied orbital energy is 0.030 hartree. Its highest occupied orbital energy is -0.2839 Ha. The electronic energy is -22975.6657 eV.

These are the Löwdin partial charges, in e, on atoms 1 to 4: 0.07 0.02 0.06 -0.07

7.
Formula: C11H21F3FeNO8S
Source: the Open Molecules 2025 dataset
Level of theory: ωB97M-V with the def2-TZVPD basis set

Element x y z (Å)
Fe -0.387 -0.146 0.145
S -1.502 2.445 -1.562
F 0.269 4.290 -1.041
F 0.452 3.448 -3.020
F -1.096 4.893 -2.616
O -2.280 2.004 -2.709
O -2.319 3.074 -0.527
O 1.355 0.829 1.249
O -1.763 0.490 1.465
O -0.121 -2.272 1.023
O -0.505 1.448 -1.095
O -1.787 -1.231 -1.299
O -3.465 0.930 4.029
N 1.318 -0.691 -1.164
C 2.255 0.181 -1.547
C 3.488 -1.382 -2.855
C 1.579 -1.951 -1.526
C 1.355 2.246 1.505
C 3.316 -0.078 -2.394
C -2.278 0.242 3.915
C -0.442 3.863 -2.102
C -1.975 -0.387 2.547
C -3.175 -1.477 -1.047
C 2.582 -2.335 -2.398
C 1.063 -2.541 1.746
H 2.717 -3.344 -2.761
H -1.704 -1.135 -2.252
H -1.401 0.843 4.251
H 1.517 -1.639 2.140
H 0.469 2.434 2.112
H -3.402 -2.542 -1.130
H -3.812 -0.905 -1.721
H 4.364 -1.620 -3.443
H 4.007 0.740 -2.538
H -2.311 -0.543 4.706
H -2.642 -1.229 2.294
H -0.972 -0.834 2.769
H -3.441 -1.139 -0.046
H -0.684 -3.048 0.979
H 2.159 1.224 -1.268
H 1.836 -3.068 1.177
H 1.386 2.782 0.560
H 2.205 2.651 2.064
H 0.825 -3.175 2.602
H 1.955 0.408 1.869
H 0.996 -2.751 -1.085

The relative energy (zero: lowest compared OMol25 entry of this formula, charge and spin) comes out at 0.000 eV. As for the charge: -1. The value obtained for the lowest unoccupied orbital energy (spin up / spin down) is 0.064 / 0.063 hartree. Its highest occupied orbital energy (spin up / spin down) is -0.0541 / -0.0539 Ha. Its spin multiplicity is 5. The electronic energy is -82990.3517 eV.

These are the Löwdin partial charges, in e, on atoms 1 to 4: 0.75 0.54 0.10 0.10

8.
Formula: C5H7N
Source: the Open Molecules 2025 dataset
Level of theory: ωB97M-V with the def2-TZVPD basis set

Element x y z (Å)
N 1.162 0.461 -0.410
C -0.094 -0.227 -0.028
C -0.398 0.109 1.357
C 1.124 -0.994 -0.365
C -1.246 -0.086 -1.002
C -0.317 1.027 2.133
H -0.877 0.474 -1.864
H -0.094 1.984 2.536
H 1.613 0.805 0.437
H -2.073 0.470 -0.549
H 1.172 -1.448 -1.351
H -1.619 -1.061 -1.327
H 1.647 -1.516 0.434

The relative energy (zero: lowest compared OMol25 entry of this formula, charge and spin) comes out at 3.711 eV. The value obtained for the lowest unoccupied orbital energy is 0.035 hartree. Its SMILES is C#C[C@]1(C)CN1. Its highest occupied orbital energy is -0.3384 Ha. The electronic energy is -6784.8011 eV.

These are the Löwdin partial charges, in e, on atoms 1 to 4: 0.05 -0.54 -0.06 -0.12

The highest electronic energy belongs to which entry?
C5H7N